2 unconnected molecules or ions with the total composition C4H11NO in a non-equilibrium geometry, computed with the ωB97M-V functional and the def2-TZVPD basis.

Summary:
- highest occupied orbital energy (spin up / spin down) (eV) = -14.73 / -14.73
- expectation value of S² = 0.76
- relative energy (zero: lowest compared OMol25 entry of this formula, charge and spin) (kJ/mol) = 215.6
- maximum force (eV Å⁻¹) = 5.7
- DFT total energy (a.u.) = -288.63312
- LUMO level (spin up / spin down) (eV) = -4.8 / -9.7
- frontier orbital gap (spin up / spin down) (eV) = 9.95 / 5.05

The geometry in ORCA input format:
```
! RIJCOSX wB97M-V def2-TZVPD def2/J DEFGRID3
* xyz 1 2
H -1.31 1.75 1.32
H 1.94 1.52 -1.61
H -2.00 1.30 2.87
H 1.66 -1.60 -1.87
N -1.64 -1.22 0.73
C -1.91 0.99 1.83
H -2.90 0.95 1.38
H 2.59 0.48 -0.33
H 0.98 -0.25 -2.73
H 0.50 -0.27 -1.12
C 1.34 -0.58 -1.74
C 2.38 0.55 -1.39
H -1.00 -1.86 0.25
C -1.15 -0.31 1.67
O -0.13 -0.53 2.29
H -2.61 -1.31 0.42
H 3.28 0.40 -1.97
*
```

Computed Löwdin charges, given in elementary charges:
1 H 0.127
2 H 0.065
3 H 0.114
4 H 0.065
5 N 0.237
6 C 0.075
7 H 0.114
8 H 0.048
9 H 0.063
10 H 0.024
11 C -0.158
12 C -0.149
13 H 0.144
14 C -0.386
15 O 0.396
16 H 0.156
17 H 0.066